Entry 1:
55
Properties=species:S:1:pos:R:3:forces:R:3 method="wB97M-V/def2-TZVPD" largest_force_ev_per_a=11.3 homo_energy_ev=-8.3 homo_lumo_gap_ev=8.2 relative_energy_kcal_mol=347.4
Br 2.2612 1.8127 3.1624 -4.5 -5.5 8.8
Br 1.6637 0.9280 -3.4364 -0.6 -1.5 -0.6
Br 3.1568 -3.0103 -1.6063 0.0 -0.3 0.2
Br -2.0555 0.6926 -1.8251 -0.9 2.2 0.2
Br 3.5489 -2.6472 2.7852 -0.3 0.1 0.2
Br -4.3789 0.2543 0.8700 1.0 8.1 -1.8
Cl 1.0874 -0.0333 0.9993 -3.7 -1.9 -3.8
Cl -0.2036 -1.3852 -1.2042 -3.7 -1.2 5.5
Cl -0.9744 -1.8592 1.6298 5.0 1.4 3.5
O -5.2856 -2.8629 -0.0971 -0.8 0.2 -0.5
O 4.0367 3.2109 0.5259 1.1 1.1 -1.0
C 2.9071 0.0219 3.7661 -0.3 -0.2 0.2
C 3.1880 2.4738 1.3123 -0.2 1.7 -4.1
C 1.7944 2.4278 0.5826 0.0 2.6 -0.9
C -3.1743 -3.1413 -0.9547 0.7 0.5 -0.4
C 1.5526 -1.0285 -2.9912 2.9 -0.1 -1.9
C 3.4504 3.5898 -0.6912 -0.4 -0.7 -1.2
C 3.0324 -1.5392 -2.8255 -1.3 1.4 -0.9
C 2.7441 -0.8723 2.5264 2.3 -0.8 2.4
C -4.6066 -3.0579 -1.3638 -0.4 0.5 0.8
C -0.4161 -0.6652 0.4659 -0.9 -0.9 -0.5
C -2.2748 1.9787 -0.3115 -1.0 -0.1 0.3
C -3.7815 1.9808 0.0774 0.9 1.2 -0.1
C -3.0351 -2.1984 0.2485 -2.1 -1.7 -1.3
C 2.2102 2.7023 -0.8633 -0.1 0.2 0.5
C -4.4472 -2.2112 0.8304 1.0 -3.2 0.4
H -1.1616 0.1294 0.4956 0.2 -0.6 -0.5
H -2.5463 -2.7906 -1.7737 0.2 -0.4 0.0
H 0.9841 -1.1834 -2.0742 3.2 1.1 -2.5
H 3.4405 1.4137 1.2895 1.2 0.1 0.4
H -4.4901 -2.7622 1.7699 -0.1 -0.3 0.2
H 2.4080 -0.2488 4.6965 -0.4 -0.4 -0.5
H 1.0993 3.2006 0.9106 0.3 0.7 0.3
H 3.1498 2.9207 2.3057 2.3 2.0 -3.0
H 3.3722 -0.5153 1.7102 0.0 0.3 0.1
H 2.3825 1.7708 -1.4023 0.3 0.4 0.5
H 3.9451 0.1847 4.0560 0.0 0.0 -0.4
H 4.2097 3.4295 -1.4566 -0.1 0.1 -0.3
H -4.7111 -1.1944 1.1210 -1.7 -4.6 0.5
H 1.1586 1.5456 0.6575 1.3 3.1 -0.5
H 3.1125 4.6236 -0.7632 0.3 0.4 0.5
H -4.0324 2.7863 0.7676 0.4 0.0 0.2
H 1.0700 -1.5152 -3.8387 0.0 0.1 0.0
H -4.3078 2.2498 -0.8385 -0.4 -0.6 0.1
H -2.8056 -1.1779 -0.0581 0.2 -0.5 -0.2
H -1.6172 1.7223 0.5191 -0.2 -0.5 0.0
H -4.8036 -2.2087 -2.0180 0.0 0.2 0.0
H 1.7385 -0.9269 2.1092 1.9 -2.3 3.1
H 1.4036 3.2346 -1.3674 0.1 -0.1 -0.3
H -1.8640 2.9545 -0.5707 -0.5 0.0 -0.7
H -4.9473 -3.9585 -1.8747 -0.3 0.0 0.4
H -2.2607 -2.5540 0.9281 -3.2 -0.8 -1.9
H -2.9229 -4.1632 -0.6706 0.1 0.0 -0.1
H 3.5939 -0.6904 -2.4350 0.3 -0.4 0.0
H 3.4019 -1.8378 -3.8066 0.3 -0.1 0.3


Entry 2:
55
Properties=species:S:1:pos:R:3:forces:R:3 method="wB97M-V/def2-TZVPD" largest_force_ev_per_a=2.4 homo_energy_ev=-1.2 homo_lumo_gap_ev=5.2 total_charge=-2 relative_energy_kcal_mol=37.1
Cs -1.9371 -0.9022 0.2931 -0.3 0.0 2.3
S -1.8031 -1.1358 -2.7866 0.0 0.1 -0.8
S -1.0352 -0.5846 -4.5502 0.0 0.0 0.0
F -3.2556 -2.2318 3.9751 0.0 0.0 0.0
F -1.8820 -0.4825 4.3056 0.0 0.0 0.0
O -0.6710 -1.5945 -1.8941 0.4 -0.1 -0.8
O 0.7214 -3.8266 -2.2165 0.1 -0.3 0.0
O -2.7684 -2.2271 -2.9212 0.0 0.0 0.0
O -2.4220 0.0313 -2.1096 -0.2 0.3 -0.9
N 1.7476 -0.0673 2.1954 0.0 0.0 0.0
N 2.2198 -0.1727 -2.3799 -0.2 -0.1 -0.1
C -2.2755 2.6224 1.1547 0.0 0.0 0.0
C 1.2424 3.0872 -1.2489 0.0 0.0 0.0
C 0.0050 2.9565 -0.4031 0.0 0.0 0.0
C -1.0281 2.6636 1.7766 0.0 0.0 0.0
C 3.2831 -0.9455 -0.2954 0.0 0.0 0.0
C -1.9148 -1.7918 3.6341 0.1 0.0 0.0
C 3.2669 -1.0242 -1.8188 0.0 0.0 0.0
C 1.9717 -1.4793 1.8535 0.0 0.0 0.0
C -0.0390 -4.7030 -1.4236 0.1 0.0 -0.1
C 0.0988 2.8467 0.9854 0.0 0.0 0.0
C -1.2502 2.8964 -0.9925 0.0 0.0 0.0
C -2.4017 2.7405 -0.2242 0.0 -0.1 0.0
C -3.7423 2.6265 -0.8978 0.0 0.0 0.0
C 2.1074 -1.6726 0.3492 -0.1 0.0 0.1
C -0.9121 2.4705 3.2656 0.0 0.0 0.0
H 3.1707 -2.0777 -2.1194 0.0 0.0 0.0
H 1.0793 0.3352 1.5445 0.0 0.0 0.0
H 1.1534 -2.1186 2.2074 0.0 0.0 0.0
H 1.4875 2.1346 -1.7267 0.0 0.0 0.0
H 2.2157 -0.2393 -3.3933 0.1 0.0 0.0
H 1.1003 3.8293 -2.0372 0.0 0.0 0.0
H -3.9433 3.5008 -1.5217 0.0 0.0 0.0
H 4.2158 -1.3868 0.0784 0.0 0.0 0.0
H 0.6185 -5.4957 -1.0550 0.0 0.0 0.0
H -0.8584 -5.1642 -1.9879 0.0 0.0 0.0
H -3.1620 2.4564 1.7607 0.0 0.0 0.0
H 1.3059 -0.0046 3.1058 0.0 0.0 0.0
H -4.5454 2.5382 -0.1639 0.0 0.0 0.0
H -1.3359 2.9162 -2.0738 0.0 0.0 0.0
H -1.1689 1.4477 3.5527 0.0 0.0 0.0
H 0.1038 2.6809 3.6052 0.0 0.0 0.0
H 4.2312 -0.6643 -2.1950 0.0 0.0 0.0
H -1.3262 -2.3816 4.3703 0.0 0.0 0.0
H 1.2950 -0.5354 -2.1449 0.0 0.0 0.1
H 1.1653 -1.3475 -0.1020 0.0 0.0 -0.2
H 0.1733 -3.0198 -2.3339 0.1 0.2 0.1
H 3.2815 0.1058 0.0045 0.0 0.0 0.0
H 2.1728 -2.7417 0.1308 0.0 0.0 0.0
H -1.5938 3.1348 3.8024 0.0 0.0 0.0
H 2.1001 3.3842 -0.6422 0.0 0.0 0.0
H 2.8868 -1.8112 2.3590 0.0 0.0 0.0
H 1.0786 2.8753 1.4530 0.0 0.0 0.0
H -0.4820 -4.1980 -0.5587 0.0 0.0 0.1
H -3.7459 1.7466 -1.5453 0.0 0.0 0.0


Entry 3:
62
Properties=species:S:1:pos:R:3:forces:R:3 method="wB97M-V/def2-TZVPD" largest_force_ev_per_a=1.4 smiles="CCP(C)[C@](CCC(=O)O)(OC(=O)CCCC(F)(F)C(F)(F)F)[PH2]=S.NC(N)=O.NC(N)=O" homo_energy_ev=-8.7 homo_lumo_gap_ev=8.9
S -5.0905 -0.4954 -2.9430 0.0 0.2 0.2
P -1.3815 -0.3232 -2.7634 -0.3 -0.1 -0.4
P -3.9250 -0.6565 -1.3999 -0.1 -0.2 -0.6
F 4.4728 2.9108 0.4575 -0.2 -0.1 -0.3
F 2.9399 0.3218 0.5463 0.4 0.2 -0.3
F 3.3135 0.3661 -1.6095 0.1 0.2 0.6
F 4.9716 0.5481 -0.2181 -0.4 0.0 -0.1
F 3.8409 2.8904 -1.6558 -0.1 -0.2 0.4
O -1.9437 0.3284 -0.0064 0.2 0.1 -0.2
O -3.2382 3.5515 1.0200 -0.3 -1.1 -0.6
O 2.1301 -2.0171 5.2596 0.0 0.0 -0.1
O 0.0201 0.0045 0.9922 -0.9 0.8 -0.6
O 1.0628 -4.8698 0.6739 0.0 0.0 0.0
O -4.3033 1.5656 1.2220 0.1 -0.1 -0.4
N 1.2442 -3.8361 2.6838 -0.1 -0.2 0.0
N 3.1871 -1.5068 3.3150 0.0 0.0 0.0
N -0.2199 -5.5997 2.3948 0.0 0.0 0.0
N 1.5773 -0.0994 4.1793 0.1 0.0 0.1
C 0.7213 -4.7715 1.8421 0.0 0.0 0.0
C -2.8654 1.8595 -1.7806 -0.3 0.0 -0.1
C -0.7039 0.7695 0.3883 0.6 -1.0 0.8
C 3.5255 2.4353 -0.4071 0.2 0.2 0.1
C -0.1362 -1.3756 -1.9322 0.2 0.1 0.3
C -3.7916 2.6102 0.4905 0.5 1.0 0.7
C 2.1697 2.9390 0.0420 -0.1 0.1 -0.3
C 3.6961 0.8845 -0.4274 0.1 -0.2 -0.1
C 0.9716 2.2939 -0.6677 0.1 -0.1 0.0
C -0.3468 1.0186 -3.5014 -0.2 -0.1 0.0
C -4.0275 2.4899 -0.9923 -0.2 0.4 0.1
C -0.2907 2.2086 0.2137 0.2 0.2 -0.1
C 2.2880 -1.2559 4.3192 0.0 0.1 -0.1
C -2.4211 0.4523 -1.3879 0.1 0.3 0.3
C 0.4303 -2.3741 -2.9430 -0.3 0.1 0.1
H -3.2115 1.7833 -2.8139 0.0 0.0 -0.1
H 0.9768 -3.7356 3.6467 0.1 0.0 0.0
H 3.3312 -0.8966 2.5313 0.0 0.0 0.0
H 0.6875 -1.8730 -3.8774 0.2 -0.1 0.0
H -2.0254 2.5507 -1.8007 0.0 -0.1 0.1
H -3.5657 1.0706 1.6009 0.0 0.1 0.4
H -0.5949 -1.8878 -1.0862 0.0 -0.1 0.0
H -3.3422 -1.9280 -1.2970 0.1 0.0 0.3
H -4.9681 1.9689 -1.1644 0.1 -0.2 -0.1
H -4.1549 3.5044 -1.3685 0.0 0.0 0.0
H 1.2347 1.2827 -0.9607 0.0 -0.1 0.0
H 0.7600 2.8164 -1.5988 0.0 0.1 0.1
H 0.9150 0.1216 4.8977 0.0 0.0 0.0
H 1.6739 0.5143 3.3929 -0.1 -0.1 -0.1
H -0.3973 0.8686 -4.5776 0.1 0.0 -0.1
H 3.7292 -2.3480 3.3853 0.1 0.0 0.1
H 2.1763 4.0127 -0.1492 0.1 0.1 0.1
H 0.6754 -0.7809 -1.5137 0.0 0.1 0.0
H 0.6903 0.9610 -3.1815 0.1 0.0 0.0
H 2.1159 2.8074 1.1205 0.0 -0.2 0.0
H -0.0294 2.5216 1.2248 -0.1 0.0 0.1
H -0.5133 -5.5403 3.3506 0.0 0.0 0.0
H 1.3024 -2.8700 -2.5323 0.2 0.0 0.0
H -0.6204 -6.3000 1.8009 0.0 0.0 0.0
H -1.0794 2.8735 -0.1096 -0.1 -0.1 0.0
H -0.3105 -3.1381 -3.1704 0.0 0.0 -0.1
H -0.7422 2.0120 -3.3075 0.0 0.0 0.0
H 1.9339 -3.2144 2.3107 0.0 0.1 0.0
H -4.5249 -0.4246 -0.1570 0.1 -0.1 0.1


Entry 4:
54
Properties=species:S:1:pos:R:3:forces:R:3 method="wB97M-V/def2-TZVPD" largest_force_ev_per_a=2.3 homo_energy_ev=-3.9 homo_lumo_gap_ev=6.0 total_charge=-1
I 2.5834 -3.3061 0.2853 0.3 0.1 0.1
I -2.8651 -0.7075 4.5962 -0.3 0.4 -0.5
P 0.3754 0.5298 2.1725 0.0 0.3 0.3
F 1.1575 4.9569 0.3241 -0.2 0.0 -0.1
O 2.5039 -0.4443 -5.8156 0.0 0.1 -0.1
O 4.0857 -0.9907 -4.3094 -0.2 -0.1 -0.1
O -3.8465 -0.1692 -1.5382 -0.1 0.1 -0.2
O -4.0032 1.6621 -2.8123 -0.1 -0.2 0.0
O -3.2422 1.8418 -0.7030 -0.4 -0.1 -0.2
O 2.2071 -2.1963 -4.4342 0.2 0.2 -0.1
C 4.0925 -1.8655 -3.1766 0.3 0.1 0.4
C 2.2863 -1.5981 1.6451 -1.6 1.1 1.3
C 0.9480 3.5892 0.5553 0.6 -1.1 0.7
C -3.2377 0.1413 2.6175 -0.5 -0.6 -1.0
C -2.3164 -0.4382 1.4922 -0.1 0.7 0.0
C -3.6565 1.1742 -1.5909 0.3 0.4 0.3
C 0.1721 2.3638 2.7026 0.9 0.9 0.5
C -4.2271 0.5504 -3.6759 0.0 0.1 -0.5
C 1.2952 3.2295 2.0422 -1.1 0.0 -0.8
C -4.5587 -0.5547 -2.7106 -0.2 -0.4 0.0
C 3.0900 -2.9135 -3.5693 -0.1 -0.6 0.2
C 0.7575 -1.3270 1.7685 0.3 -1.2 -0.8
C -1.1661 0.5187 1.0354 -0.4 -1.1 -0.2
C 2.9539 -1.8357 3.0355 0.6 -0.4 -0.7
C 2.8943 -1.1422 -4.9370 0.0 0.1 -0.1
H -1.5972 1.5134 0.8440 0.2 -0.3 0.3
H -1.9778 -1.4550 1.7649 0.1 0.6 0.0
H -5.6258 -0.6014 -2.4769 0.0 0.0 0.0
H -0.0875 3.3070 0.3021 0.3 0.5 0.1
H 2.7115 -0.7164 1.1299 0.1 -0.7 0.0
H 2.2159 2.6194 2.0171 -0.2 0.4 0.3
H 3.7853 -1.3047 -2.2910 0.0 0.0 0.0
H 1.4597 4.1943 2.5598 0.1 -0.5 -0.1
H -0.3704 0.1096 3.3480 -0.2 0.0 -0.1
H 1.6274 3.0274 -0.1110 -0.3 0.4 0.1
H 2.5547 -3.3197 -2.7135 -0.1 0.1 -0.1
H 5.0866 -2.2756 -3.0080 0.0 0.1 -0.1
H -4.2296 -1.5320 -3.0599 0.1 0.0 0.2
H -2.9779 -0.5799 0.6224 0.1 0.0 0.3
H -3.3135 0.3523 -4.2419 0.0 0.0 0.1
H 0.3339 2.4126 3.8057 -0.1 -0.3 -0.6
H 3.5670 -2.7559 2.9635 -0.3 0.4 0.4
H 1.2149 0.9184 1.0176 0.1 0.0 -0.3
H -4.2707 -0.1803 2.3764 0.5 0.1 0.5
H -0.8249 0.1547 0.0336 -0.1 0.2 0.6
H 1.6180 0.5231 2.9810 0.2 0.1 0.2
H -0.8330 2.7941 2.5189 0.4 -0.2 -0.1
H -5.0377 0.7576 -4.3730 0.0 0.2 0.1
H 0.2801 -1.9742 2.5410 0.5 0.3 -0.3
H 2.2186 -1.9316 3.8516 0.2 0.0 -0.5
H 0.2825 -1.6272 0.8077 0.2 0.4 0.5
H 3.6345 -1.0045 3.2884 -0.4 -0.3 -0.2
H 3.5409 -3.7370 -4.1308 0.0 0.1 0.0
H -3.2685 1.2424 2.6331 0.4 -0.5 0.4